A molecular structure, C29H56ClPRuSi at a distorted geometry, computed with ωB97M-V/def2-TZVPD.

Last column: Mulliken charge in e.
Positions of all 89 atoms, in Å:
Ru (0.395, 0.249, 1.566)  -1.432
P (-0.179, -0.870, -0.436)  1.026
Cl (2.142, -1.295, 1.724)  -0.491
C (0.479, 2.148, -1.027)  -2.768
H (0.516, 1.969, -2.113)  0.661
H (1.418, 2.130, -0.451)  0.320
C (-0.811, -2.290, 0.611)  -0.506
C (1.234, -1.507, -1.529)  -0.085
C (-1.746, -3.337, -0.020)  -0.762
H (0.103, -2.812, 0.940)  1.008
C (-1.991, -4.457, 1.000)  -0.937
H (-2.705, -2.869, -0.292)  0.272
H (-1.310, -3.761, -0.937)  0.134
C (-2.498, -3.936, 2.351)  -0.745
H (-2.708, -5.172, 0.579)  0.402
H (-1.055, -5.011, 1.148)  0.388
C (-1.697, -2.746, 2.901)  -0.930
H (-3.550, -3.641, 2.241)  0.305
H (-2.478, -4.755, 3.078)  0.418
C (-1.444, -1.662, 1.847)  0.602
H (-2.226, -2.308, 3.755)  0.435
H (-0.720, -3.087, 3.270)  0.379
H (-2.394, -1.185, 1.578)  0.319
H (-0.757, -0.880, 2.320)  -0.286
C (-1.598, -0.481, -1.641)  0.728
C (1.468, -0.685, -2.799)  -0.103
H (2.088, -1.344, -0.847)  0.906
C (2.741, -1.126, -3.545)  -0.875
H (0.619, -0.796, -3.486)  0.063
H (1.518, 0.376, -2.538)  -0.181
C (2.779, -2.636, -3.840)  -0.733
H (2.829, -0.578, -4.495)  0.414
H (3.620, -0.869, -2.935)  0.341
C (2.407, -3.496, -2.626)  -1.002
H (2.105, -2.869, -4.679)  0.307
H (3.785, -2.914, -4.182)  0.386
C (1.163, -3.008, -1.869)  -0.660
H (2.251, -4.536, -2.943)  0.403
H (3.253, -3.502, -1.926)  0.372
H (0.271, -3.217, -2.479)  0.102
H (1.056, -3.602, -0.953)  0.352
C (-2.948, -0.147, -0.980)  -0.351
H (-1.200, 0.442, -2.106)  0.557
C (-3.934, 0.429, -2.005)  -0.799
H (-3.378, -1.049, -0.518)  0.246
H (-2.838, 0.585, -0.171)  0.194
C (-4.134, -0.485, -3.217)  -0.819
H (-4.897, 0.612, -1.514)  0.458
H (-3.558, 1.406, -2.341)  0.310
C (-2.812, -0.989, -3.806)  -1.058
H (-4.752, -1.344, -2.922)  0.332
H (-4.695, 0.051, -3.989)  0.425
C (-1.850, -1.533, -2.741)  -0.408
H (-3.007, -1.771, -4.550)  0.421
H (-2.311, -0.168, -4.336)  0.367
H (-2.290, -2.439, -2.298)  0.163
H (-0.918, -1.847, -3.226)  0.058
C (-0.805, 1.867, 1.019)  1.335
C (-0.570, 2.843, -0.405)  2.603
H (-1.652, 1.215, 0.693)  -1.356
C (-0.233, 4.295, -0.102)  -1.484
H (-1.578, 2.746, -0.886)  -0.073
C (0.176, 4.565, 1.339)  0.759
H (0.571, 4.588, -0.784)  0.428
H (-1.065, 4.980, -0.335)  0.422
C (-0.959, 4.157, 2.284)  -1.241
H (1.121, 4.046, 1.576)  -0.909
H (0.305, 5.655, 1.433)  0.515
C (-1.379, 2.676, 2.162)  -1.181
H (-0.737, 4.429, 3.327)  0.332
H (-1.833, 4.789, 2.049)  0.407
H (-1.201, 2.136, 3.103)  0.515
H (-2.463, 2.672, 1.977)  0.353
C (3.767, 2.533, 1.027)  -1.017
Si (3.186, 2.181, 2.767)  0.266
C (4.395, 1.029, 3.629)  -0.981
C (3.212, 3.859, 3.673)  -1.169
C (1.399, 1.469, 2.888)  -0.922
H (4.688, 3.138, 1.075)  0.438
H (3.037, 3.095, 0.431)  0.333
H (4.000, 1.591, 0.513)  0.247
H (5.409, 1.461, 3.622)  0.312
H (4.108, 0.866, 4.679)  0.301
H (4.425, 0.051, 3.128)  0.248
H (2.545, 4.609, 3.222)  0.312
H (2.922, 3.746, 4.727)  0.311
H (4.231, 4.276, 3.656)  0.369
H (1.374, 0.738, 3.724)  0.545
H (0.752, 2.311, 3.189)  0.336

Computed properties:
Total charge   0
2S+1   5
Strongest force on any atom   4.52 eV Å⁻¹
⟨S²⟩   6.0162


3 unconnected molecules or ions with the total composition C2H8OS2 at a distorted geometry, computed with ωB97M-V/def2-TZVPD.

Last column: Mulliken charge in e.
Positions of all 13 atoms, in Å:
C (1.316, 0.608, -0.610)  -0.707
S (0.950, -0.763, -1.657)  -0.036
S (-0.565, 0.026, 1.736)  -0.196
C (-0.272, -1.446, 0.859)  -0.784
H (0.433, 1.225, -0.427)  0.172
H (1.979, 1.184, -1.274)  0.330
H (1.837, 0.308, 0.286)  0.376
H (0.800, -1.599, 0.576)  0.270
H (-0.826, -1.584, -0.080)  0.371
H (-0.434, -2.257, 1.579)  0.329
H (-1.814, 2.203, -0.365)  0.314
H (-1.515, 0.795, 0.064)  0.202
O (-1.890, 1.299, -0.688)  -0.641

Computed properties:
Total charge   0
2S+1   1
Strongest force on any atom   1.09 eV Å⁻¹


A molecular structure, C5H6N2, computed with ωB97M-V/def2-TZVPD.

Last column: Mulliken charge in e.
Positions of all 13 atoms, in Å:
N (-0.968, 2.445, 0.535)  -0.576
C (-0.336, 1.441, 0.796)  0.042
C (-1.119, 0.221, 0.586)  -0.131
C (-0.684, -0.683, -0.484)  -0.061
C (0.695, -0.353, -1.079)  -0.418
C (1.138, -0.631, 0.335)  -0.429
N (-0.022, -1.133, 0.793)  -0.488
H (-2.083, 0.080, 1.059)  0.411
H (-1.401, -1.338, -0.977)  0.379
H (1.008, -1.135, -1.778)  0.274
H (0.862, 0.633, -1.520)  0.275
H (2.099, -0.724, 0.832)  0.410
H (0.809, 1.178, 0.902)  0.312

Computed properties:
Total charge   0
2S+1   1
Strongest force on any atom   0.69 eV Å⁻¹


Here are the calculated M numbers, same order: 600.4, 112.2, 94.1 (u).
Here are the calculated relative energy (zero: lowest compared OMol25 entry of this formula, charge and spin) numbers, same order: 0.00, 104.46, 138.25 (kcal per mole).